{"formula": "C16H17F16IO5", "method": "ωB97M-V with the def2-TZVPD basis set", "elements": ["C", "C", "I", "C", "C", "C", "O", "C", "O", "O", "H", "H", "H", "H", "H", "H", "H", "H", "H", "C", "C", "C", "F", "F", "F", "F", "O", "C", "C", "F", "F", "F", "F", "H", "H", "H", "H", "C", "C", "C", "F", "F", "F", "F", "O", "C", "C", "F", "F", "F", "F", "H", "H", "H", "H"], "xyz": [[-3.499, 2.271, 3.271], [-3.349, 3.459, 2.323], [-3.908, 2.779, 0.368], [-1.906, 3.977, 2.432], [-1.212, 4.578, 1.243], [-1.828, 5.645, 0.404], [-0.839, 5.669, -0.667], [-0.643, 4.343, -0.908], [-0.471, 3.826, -1.994], [-0.672, 3.678, 0.273], [-4.527, 2.103, 3.547], [-3.130, 1.384, 2.786], [-2.873, 2.416, 4.137], [-4.056, 4.195, 2.650], [-1.884, 4.716, 3.215], [-1.285, 3.161, 2.763], [-0.343, 5.073, 1.673], [-2.740, 5.368, -0.105], [-2.012, 6.599, 0.864], [-1.127, 0.685, -2.525], [-0.422, 0.155, -1.263], [0.861, 0.865, -0.819], [1.836, 0.791, -1.746], [1.332, 0.271, 0.309], [-0.224, -1.181, -1.376], [-1.297, 0.346, -0.244], [-0.948, 0.001, -3.760], [0.070, 0.279, -4.642], [1.004, -0.921, -4.844], [1.539, -1.331, -3.677], [2.011, -0.554, -5.668], [0.745, 1.397, -4.322], [-0.507, 0.497, -5.845], [-2.184, 0.530, -2.315], [-0.999, 1.762, -2.632], [0.652, 1.915, -0.596], [0.453, -1.751, -5.291], [1.611, -3.427, 0.369], [1.123, -3.163, 1.806], [2.166, -2.823, 2.874], [3.058, -3.817, 3.052], [1.528, -2.625, 4.053], [0.343, -4.187, 2.217], [0.323, -2.064, 1.743], [1.737, -4.776, -0.066], [2.873, -5.527, 0.116], [2.626, -6.756, 0.999], [2.146, -6.406, 2.206], [3.801, -7.403, 1.179], [3.917, -4.796, 0.549], [3.213, -6.016, -1.099], [0.813, -3.041, -0.261], [2.492, -2.837, 0.120], [2.696, -1.905, 2.607], [1.914, -7.426, 0.514]], "gap_ev": 10.056, "energy_ev": -78685.556, "total_charge": 0, "multiplicity": 1, "e_homo_ev": -9.9, "smiles": "C[C@H](I)C[C@@H]1COC(=O)O1.FC(F)C(F)(F)COC(F)(F)C(F)F.FC(F)C(F)(F)COC(F)(F)C(F)F"}